(1)
The following is a DFT calculation (ωB97M-V/def2-TZVPD) of C26H60AsGeMgN3SSeSi4 as an isolated structure.

Computed properties:
Spin multiplicity ... 1
LUMO ... 0.0126 Eh
HOMO ... -7.285 eV
Gap between HOMO and LUMO ... 7.63 eV
Total energy ... -262904.4957 eV

Structure (XYZ):
```
98
Properties=species:S:1:pos:R:3:forces:R:3:lowdin_charge:R:1
Mg -0.5170 0.7348 0.8985 0.451 0.050 0.114 0.301
C -3.1743 1.4815 3.8176 0.010 0.044 -0.043 -0.174
Si -3.0980 2.4853 2.2210 -0.045 -0.077 -0.030 0.422
C -4.0751 4.0692 2.5495 0.048 -0.033 0.004 -0.177
C -4.0592 1.5984 0.8680 0.053 0.005 0.134 -0.179
C -1.3373 2.6276 1.6563 -0.034 0.119 0.101 -0.419
C -1.1851 3.0894 0.2533 -0.090 0.077 -0.029 -0.424
C -1.6990 4.2778 -0.2892 0.038 0.017 0.027 -0.024
C -1.4583 4.5931 -1.6089 0.003 -0.003 -0.029 -0.051
C -0.7072 3.7289 -2.4032 0.000 0.005 0.008 -0.060
C -0.2460 2.5654 -1.8290 0.023 -0.027 -0.071 -0.120
N -0.4845 2.2550 -0.5521 -0.095 0.025 -0.036 0.026
Si -0.1616 3.5362 2.7910 -0.063 -0.030 0.002 0.418
C 1.3202 4.1549 1.8057 -0.043 -0.038 0.037 -0.172
C -0.8981 5.0822 3.5882 0.011 -0.038 -0.005 -0.184
C 0.3916 2.4584 4.2306 -0.012 0.040 -0.054 -0.176
H -4.1591 1.0240 3.9392 -0.024 0.019 0.006 0.029
H -2.9991 2.1106 4.6933 0.032 0.016 0.011 0.029
H -2.4287 0.6835 3.8301 -0.005 -0.037 -0.014 0.010
H -5.1009 3.7957 2.8133 -0.008 0.000 0.002 0.031
H -4.1318 4.7175 1.6726 -0.003 -0.008 -0.028 0.021
H -3.6661 4.6548 3.3718 0.005 0.019 0.019 0.009
H -5.1095 1.4594 1.1346 -0.016 -0.004 0.032 0.045
H -3.6331 0.6140 0.6635 -0.010 0.027 0.080 -0.011
H -4.0256 2.1655 -0.0661 -0.012 0.009 0.021 0.036
H -2.2695 4.9399 0.3474 0.007 0.018 0.006 0.104
H -1.8491 5.5128 -2.0268 -0.002 0.007 0.002 0.110
H -0.4961 3.9516 -3.4391 0.001 -0.008 -0.004 0.102
H 0.3320 1.8382 -2.3894 0.000 0.013 0.003 0.084
H 1.0076 4.8983 1.0677 -0.024 0.013 0.006 0.034
H 1.8403 3.3624 1.2698 0.045 -0.033 -0.043 -0.025
H 2.0415 4.6338 2.4717 0.005 0.000 0.018 0.035
H -1.3823 5.7394 2.8628 -0.004 0.003 -0.019 0.027
H -0.1052 5.6531 4.0788 0.013 0.007 0.004 0.029
H -1.6345 4.8252 4.3522 -0.022 0.006 0.010 0.020
H 0.9756 1.6011 3.8942 0.011 -0.027 -0.009 -0.008
H -0.4728 2.0888 4.7866 -0.019 -0.009 0.009 0.017
H 1.0074 3.0358 4.9248 0.012 0.010 0.002 0.033
S 2.1244 0.6857 1.3317 -0.217 0.046 0.086 0.658
C 2.5070 -0.9315 1.5756 0.092 -0.153 -0.102 -0.848
N 3.5890 -1.5331 1.0558 -0.025 0.073 0.134 0.024
C 3.7291 -2.9049 1.5233 -0.029 -0.044 -0.034 -0.127
C 2.3104 -3.1831 2.0448 0.020 -0.059 0.012 -0.144
N 1.8210 -1.8318 2.3034 0.072 0.056 -0.010 0.016
H 4.3212 -0.9872 0.6337 -0.036 -0.016 -0.096 0.126
H 4.4782 -2.9796 2.3158 -0.023 0.018 0.009 0.119
H 4.0058 -3.5715 0.7081 0.019 -0.004 0.023 0.114
H 2.3118 -3.7812 2.9536 0.001 -0.010 -0.013 0.117
H 1.6872 -3.6708 1.2892 0.010 0.039 -0.013 0.104
H 0.8346 -1.6725 2.4440 0.013 0.025 0.033 0.039
C 6.0684 -1.5237 -2.8281 -0.024 0.017 -0.014 -0.227
Ge 4.9140 -1.3822 -4.4008 -0.016 -0.010 -0.017 0.745
C 5.9221 -0.6063 -5.8898 -0.015 -0.007 0.027 -0.226
C 4.2621 -3.1545 -4.9301 0.012 0.029 0.018 -0.221
C 3.3971 -0.1903 -3.9973 0.006 -0.030 0.037 -0.617
Se 2.7560 -0.2483 -2.1522 -0.029 0.019 -0.090 0.820
C 2.2933 -2.1375 -2.1228 0.030 0.014 0.034 -0.423
H 6.9488 -2.1272 -3.0498 0.006 -0.010 -0.010 0.020
H 5.5283 -1.9828 -1.9997 -0.004 -0.015 0.007 -0.008
H 6.3953 -0.5342 -2.5084 0.011 0.008 0.003 0.022
H 6.7612 -1.2495 -6.1561 0.008 -0.004 -0.005 0.017
H 6.3145 0.3741 -5.6188 0.002 0.008 -0.001 0.018
H 5.2884 -0.4909 -6.7694 -0.008 -0.001 -0.003 0.019
H 5.0084 -3.6600 -5.5435 0.013 -0.008 0.002 0.016
H 3.3455 -3.0686 -5.5145 -0.001 0.003 -0.012 0.020
H 4.0545 -3.7788 -4.0615 -0.013 0.005 0.010 0.009
H 2.5533 -0.3904 -4.6598 0.017 0.000 -0.017 0.013
H 3.7020 0.8447 -4.1615 0.017 -0.002 0.006 0.008
H 3.1776 -2.7531 -1.9635 0.008 -0.007 0.003 0.003
H 1.8181 -2.4026 -3.0647 0.020 0.001 0.009 0.011
H 1.5763 -2.2844 -1.3154 0.034 -0.006 0.000 -0.046
C -4.0042 -2.0147 2.0202 0.048 -0.016 -0.053 -0.208
Si -2.2763 -2.7216 1.8028 0.027 -0.090 0.014 0.178
C -1.3972 -2.6204 3.4734 0.002 -0.025 -0.066 -0.231
C -2.4597 -4.5561 1.4147 0.016 0.062 0.004 -0.234
As -0.8455 -1.7338 0.2454 -0.271 -0.015 -0.016 0.719
Si -2.1664 -1.6059 -1.6825 -0.059 -0.067 -0.060 0.193
C -3.3214 -0.1315 -1.8555 0.030 -0.089 -0.031 -0.224
C -0.9801 -1.5549 -3.1433 0.000 -0.013 0.058 -0.236
C -3.2235 -3.1522 -1.8731 0.040 0.045 -0.013 -0.233
H -4.5960 -2.7019 2.6315 -0.014 0.006 0.010 0.033
H -4.5169 -1.8902 1.0644 -0.006 -0.006 -0.017 0.019
H -3.9895 -1.0462 2.5198 0.027 0.058 -0.002 0.002
H -1.9563 -3.1711 4.2338 -0.024 0.013 0.008 0.034
H -1.2872 -1.5923 3.8258 0.013 0.039 0.001 0.016
H -0.4037 -3.0749 3.4190 -0.036 -0.039 0.043 0.006
H -2.9227 -5.0793 2.2556 -0.011 0.000 0.015 0.028
H -1.4860 -5.0105 1.2217 0.010 -0.004 0.010 0.020
H -3.0817 -4.7213 0.5346 -0.003 0.004 -0.017 0.006
H -2.8154 0.8222 -1.6911 0.010 -0.018 -0.020 0.009
H -4.1610 -0.1866 -1.1609 0.037 -0.020 -0.097 0.013
H -3.7251 -0.1269 -2.8723 -0.001 -0.011 -0.022 0.035
H -0.2226 -0.7762 -3.0216 -0.003 0.021 -0.006 -0.005
H -1.5247 -1.3677 -4.0723 -0.011 0.007 -0.005 0.032
H -0.4620 -2.5113 -3.2389 -0.019 0.003 -0.005 0.019
H -4.0128 -3.2075 -1.1212 -0.003 0.015 0.020 0.014
H -2.6174 -4.0561 -1.7951 0.009 -0.012 -0.005 0.024
H -3.7019 -3.1469 -2.8565 -0.011 -0.002 -0.009 0.030
```
Positions in Å, forces in eV/Å.

(2)
The following is a DFT calculation (ωB97M-V/def2-TZVPD) of an isolated molecule of C2H3N5O in a non-equilibrium geometry.

Computed properties:
SMILES ... [H]/N=c1\onnn1N=C
Spin multiplicity ... 1
Relative energy (zero: lowest compared OMol25 entry of this formula, charge and spin) ... 131.9 kcal/mol
LUMO ... 0.0081 Eh
HOMO ... -9.682 eV
Gap between HOMO and LUMO ... 9.90 eV
Total energy ... -11615.1093 eV

Structure (XYZ):
```
11
Properties=species:S:1:pos:R:3:forces:R:3:lowdin_charge:R:1
C -1.8722 -0.3371 0.1710 2.280 -2.261 0.662 0.024
C 0.7053 0.5836 -0.0963 2.979 3.442 0.487 -0.485
H -2.7765 -0.8035 -0.0813 -1.961 0.401 0.306 0.048
H -1.6652 0.5780 0.8531 -0.589 -1.596 -1.869 0.119
H 0.5953 2.3042 -0.1565 1.657 3.458 0.075 0.026
N -0.9715 -1.2394 -0.2103 -1.510 5.033 0.740 0.091
N 0.2765 -0.6273 -0.0398 -1.564 -5.672 -0.435 -0.155
N 1.2391 -1.5003 -0.2243 1.545 -1.581 0.798 0.047
N 2.3396 -1.0329 -0.0339 0.717 1.972 -0.076 0.119
N -0.0002 1.5899 -0.3658 -0.905 -1.617 0.264 0.172
O 2.1297 0.4846 0.1840 -2.650 -1.581 -0.953 -0.006
```
Positions in Å, forces in eV/Å.